{
  "formula": "C44H124N8O17",
  "method": "ωB97M-V with the def2-TZVPD basis set",
  "symbols": ["C", "O", "H", "H", "H", "H", "C", "O", "H", "H", "H", "H", "C", "O", "H", "H", "H", "H", "C", "O", "H", "H", "H", "H", "C", "O", "H", "H", "H", "H", "C", "O", "H", "H", "H", "H", "C", "O", "C", "C", "N", "C", "C", "O", "C", "H", "H", "H", "H", "H", "H", "H", "H", "H", "H", "H", "H", "H", "H", "H", "C", "O", "C", "C", "N", "C", "C", "O", "C", "H", "H", "H", "H", "H", "H", "H", "H", "H", "H", "H", "H", "H", "H", "H", "C", "O", "C", "C", "N", "C", "C", "O", "C", "H", "H", "H", "H", "H", "H", "H", "H", "H", "H", "H", "H", "H", "H", "H", "C", "C", "C", "O", "C", "N", "H", "H", "H", "H", "H", "H", "H", "H", "H", "H", "H", "C", "C", "C", "O", "C", "N", "H", "H", "H", "H", "H", "H", "H", "H", "H", "H", "H", "C", "C", "C", "O", "C", "N", "H", "H", "H", "H", "H", "H", "H", "H", "H", "H", "H", "C", "C", "C", "O", "C", "N", "H", "H", "H", "H", "H", "H", "H", "H", "H", "H", "H", "C", "C", "C", "O", "C", "N", "H", "H", "H", "H", "H", "H", "H", "H", "H", "H", "H"],
  "positions_angstrom": [[-1.004, 9.347, 1.981], [0.195, 8.687, 2.350], [-0.945, 9.698, 0.951], [-1.798, 8.605, 2.061], [-1.251, 10.211, 2.598], [0.926, 9.048, 1.843], [-4.905, -5.290, -4.955], [-4.295, -6.610, -5.178], [-4.084, -4.737, -4.499], [-5.245, -4.976, -5.941], [-5.818, -5.404, -4.370], [-4.979, -7.181, -5.535], [-8.101, -1.046, -0.852], [-6.919, -1.449, -0.348], [-8.550, -0.333, -0.161], [-7.888, -0.659, -1.849], [-8.805, -1.878, -0.819], [-6.195, -0.967, -0.755], [-5.617, 3.408, 6.009], [-6.278, 4.125, 7.046], [-4.614, 3.126, 6.332], [-6.091, 2.427, 6.028], [-5.719, 3.750, 4.979], [-7.238, 4.129, 7.062], [-3.882, 1.207, -10.765], [-3.343, 2.504, -11.137], [-3.221, 0.490, -10.279], [-4.724, 1.392, -10.099], [-4.348, 0.705, -11.613], [-3.848, 2.813, -11.893], [-8.240, 5.592, -7.139], [-8.257, 4.435, -6.405], [-7.483, 5.512, -7.919], [-9.254, 5.719, -7.517], [-8.037, 6.450, -6.498], [-7.505, 4.546, -5.818], [0.500, -10.932, 11.670], [0.770, -10.009, 10.613], [-0.360, -9.834, 9.701], [-0.205, -8.394, 9.192], [-1.376, -7.925, 8.406], [-1.003, -6.777, 7.480], [-1.801, -5.485, 7.609], [-1.370, -4.717, 8.826], [-0.493, -3.674, 8.498], [-0.088, -10.383, 12.406], [1.453, -10.997, 12.195], [0.070, -11.880, 11.346], [-1.381, -10.061, 10.009], [-0.314, -10.515, 8.852], [0.672, -8.413, 8.546], [0.029, -7.693, 9.994], [-2.009, -7.556, 9.101], [-0.894, -7.123, 6.452], [0.038, -6.537, 7.694], [-2.845, -5.708, 7.828], [-1.626, -5.074, 6.614], [-0.665, -2.968, 9.310], [-0.706, -3.244, 7.520], [0.476, -4.140, 8.676], [-13.079, 6.241, 9.914], [-13.370, 4.881, 9.732], [-12.207, 4.039, 9.387], [-12.060, 3.924, 7.808], [-11.752, 5.245, 7.174], [-11.931, 5.155, 5.644], [-11.050, 6.349, 5.026], [-11.587, 7.654, 5.262], [-11.188, 8.351, 6.493], [-12.415, 6.277, 10.777], [-14.049, 6.723, 10.037], [-12.541, 6.551, 9.018], [-12.423, 3.021, 9.711], [-11.273, 4.212, 9.923], [-12.994, 3.561, 7.380], [-11.353, 3.154, 7.499], [-12.413, 5.951, 7.468], [-13.007, 5.296, 5.538], [-11.492, 4.195, 5.373], [-11.223, 6.133, 3.971], [-9.964, 6.362, 5.120], [-11.636, 7.977, 7.414], [-11.607, 9.353, 6.403], [-10.100, 8.407, 6.534], [-5.140, 12.067, -10.709], [-4.260, 11.000, -10.138], [-2.886, 11.125, -10.563], [-1.930, 9.988, -10.083], [-1.185, 10.136, -8.861], [-0.140, 11.137, -8.810], [1.009, 10.795, -9.777], [0.595, 11.233, -11.074], [1.617, 11.541, -11.993], [-5.254, 11.761, -11.749], [-4.572, 12.994, -10.790], [-6.077, 12.380, -10.249], [-2.488, 12.061, -10.171], [-2.847, 11.264, -11.643], [-1.223, 9.664, -10.847], [-2.631, 9.177, -9.887], [-1.819, 10.451, -8.140], [0.177, 11.037, -7.772], [-0.432, 12.186, -8.870], [1.265, 9.744, -9.649], [1.851, 11.346, -9.359], [1.978, 12.559, -11.850], [1.246, 11.373, -13.004], [2.368, 10.753, -11.941], [5.500, 7.878, -2.001], [6.286, 8.562, -0.906], [7.801, 8.925, -1.098], [8.714, 7.866, -1.189], [8.893, 7.250, -2.466], [5.554, 9.836, -0.687], [4.498, 7.522, -1.761], [5.873, 6.876, -2.214], [5.391, 8.467, -2.911], [6.339, 7.874, -0.062], [7.981, 9.541, -0.218], [7.944, 9.595, -1.946], [7.929, 7.078, -2.945], [9.323, 6.250, -2.402], [9.453, 7.901, -3.137], [6.069, 10.506, -0.133], [5.598, 10.395, -1.527], [-5.112, 15.884, -5.009], [-4.912, 14.837, -3.926], [-5.564, 13.487, -4.039], [-5.268, 12.560, -3.049], [-6.172, 12.591, -1.910], [-3.461, 14.665, -3.759], [-6.096, 16.345, -4.922], [-4.896, 15.442, -5.981], [-4.384, 16.690, -4.921], [-5.331, 15.207, -2.991], [-5.080, 13.094, -4.933], [-6.631, 13.519, -4.260], [-5.918, 11.789, -1.217], [-7.170, 12.421, -2.314], [-6.088, 13.496, -1.308], [-3.410, 15.350, -3.018], [-3.474, 13.790, -3.253], [3.387, 0.351, -7.904], [3.728, 1.872, -7.834], [4.843, 2.287, -8.816], [6.036, 1.634, -8.384], [7.012, 1.982, -9.308], [2.557, 2.724, -8.008], [2.808, 0.010, -7.045], [4.341, -0.159, -7.773], [2.828, 0.058, -8.792], [4.014, 2.115, -6.811], [4.951, 3.372, -8.800], [4.512, 2.034, -9.823], [6.930, 1.708, -10.360], [7.935, 1.521, -8.955], [7.185, 3.055, -9.382], [2.865, 3.670, -8.180], [1.940, 2.511, -8.778], [5.503, -4.623, 0.704], [6.784, -3.853, 1.087], [6.792, -3.193, 2.533], [5.799, -2.126, 2.611], [6.274, -0.844, 2.096], [7.992, -4.585, 0.869], [4.740, -3.926, 0.358], [5.062, -5.170, 1.537], [5.700, -5.300, -0.127], [6.874, -2.931, 0.512], [7.784, -2.921, 2.895], [6.520, -3.918, 3.300], [5.508, -0.082, 2.244], [6.413, -0.905, 1.017], [7.063, -0.298, 2.614], [7.960, -4.917, -0.085], [8.820, -4.023, 1.001], [-4.080, 3.732, -1.462], [-2.807, 3.640, -2.272], [-1.860, 2.750, -1.540], [-2.340, 1.378, -1.478], [-1.510, 0.473, -0.894], [-3.135, 2.950, -3.461], [-4.482, 2.771, -1.139], [-4.884, 4.203, -2.027], [-3.892, 4.342, -0.579], [-2.428, 4.658, -2.356], [-1.404, 3.267, -0.696], [-0.923, 2.685, -2.093], [-2.005, -0.495, -0.806], [-1.187, 0.681, 0.126], [-0.683, 0.280, -1.577], [-2.451, 2.982, -4.203], [-3.088, 1.975, -3.202]],
  "e_tot_ha": -3467.2572,
  "largest_force_ev_per_a": 4.548,
  "multiplicity": 1,
  "relative_energy_kcal_mol": 240.3
}


{
  "formula": "C44H127N11O14",
  "method": "ωB97M-V with the def2-TZVPD basis set",
  "symbols": ["O", "H", "H", "O", "H", "H", "O", "H", "H", "C", "C", "C", "O", "C", "N", "H", "H", "H", "H", "H", "H", "H", "H", "H", "H", "H", "C", "C", "C", "O", "C", "N", "H", "H", "H", "H", "H", "H", "H", "H", "H", "H", "H", "C", "C", "C", "O", "C", "N", "H", "H", "H", "H", "H", "H", "H", "H", "H", "H", "H", "C", "C", "C", "O", "C", "N", "H", "H", "H", "H", "H", "H", "H", "H", "H", "H", "H", "C", "C", "C", "O", "C", "N", "H", "H", "H", "H", "H", "H", "H", "H", "H", "H", "H", "C", "C", "C", "O", "C", "N", "H", "H", "H", "H", "H", "H", "H", "H", "H", "H", "H", "C", "C", "C", "O", "C", "N", "H", "H", "H", "H", "H", "H", "H", "H", "H", "H", "H", "C", "C", "C", "O", "C", "N", "H", "H", "H", "H", "H", "H", "H", "H", "H", "H", "H", "C", "C", "C", "O", "C", "N", "H", "H", "H", "H", "H", "H", "H", "H", "H", "H", "H", "C", "C", "C", "O", "C", "N", "H", "H", "H", "H", "H", "H", "H", "H", "H", "H", "H", "C", "C", "C", "O", "C", "N", "H", "H", "H", "H", "H", "H", "H", "H", "H", "H", "H"],
  "positions_angstrom": [[-0.604, 3.175, -3.964], [-0.207, 3.958, -3.481], [0.093, 2.925, -4.588], [-3.764, 4.578, 1.186], [-4.352, 4.932, 0.442], [-3.080, 4.011, 0.737], [1.217, -2.136, -1.089], [0.750, -1.397, -0.596], [1.940, -2.408, -0.463], [4.444, 1.075, -6.398], [5.017, 1.572, -5.135], [4.390, 0.982, -3.937], [3.032, 1.356, -3.924], [2.224, 0.424, -3.231], [6.483, 1.349, -5.118], [4.857, 1.556, -7.281], [3.351, 1.105, -6.428], [4.641, -0.007, -6.493], [4.872, 2.661, -5.047], [4.864, 1.360, -3.013], [4.463, -0.120, -3.905], [1.231, 0.850, -3.292], [2.568, 0.293, -2.197], [2.301, -0.558, -3.720], [6.878, 1.431, -4.180], [6.927, 2.125, -5.614], [4.014, -2.915, 8.044], [2.772, -2.458, 7.287], [2.498, -3.317, 6.097], [3.535, -3.218, 5.185], [3.118, -3.674, 3.913], [1.633, -2.440, 8.243], [4.310, -2.155, 8.772], [4.868, -3.154, 7.417], [3.754, -3.787, 8.663], [2.929, -1.421, 6.968], [1.544, -2.974, 5.667], [2.343, -4.353, 6.456], [3.947, -3.636, 3.200], [2.260, -3.104, 3.538], [2.909, -4.763, 3.967], [1.411, -3.423, 8.488], [0.760, -2.167, 7.760], [-3.398, -0.759, -3.210], [-4.373, 0.407, -2.943], [-5.738, 0.161, -3.541], [-6.560, 1.305, -3.348], [-7.663, 1.281, -4.152], [-4.454, 0.669, -1.462], [-3.425, -1.169, -4.232], [-3.497, -1.625, -2.555], [-2.366, -0.395, -3.136], [-4.040, 1.351, -3.400], [-6.184, -0.781, -3.143], [-5.629, -0.048, -4.629], [-8.238, 2.165, -3.921], [-8.272, 0.400, -3.904], [-7.356, 1.201, -5.195], [-4.914, -0.119, -0.996], [-5.087, 1.474, -1.332], [-4.218, 6.122, -2.826], [-4.883, 4.793, -2.542], [-6.085, 4.901, -1.644], [-5.818, 5.552, -0.452], [-6.922, 5.587, 0.367], [-5.262, 4.049, -3.761], [-3.506, 5.994, -3.657], [-3.610, 6.441, -1.980], [-4.926, 6.904, -3.106], [-4.114, 4.243, -1.945], [-6.437, 3.851, -1.456], [-6.967, 5.282, -2.201], [-7.746, 6.192, -0.040], [-6.598, 5.983, 1.322], [-7.344, 4.578, 0.512], [-5.669, 3.133, -3.545], [-4.423, 3.964, -4.328], [4.328, 2.857, -0.646], [4.894, 4.248, -0.724], [5.482, 4.676, 0.593], [4.560, 4.318, 1.656], [5.063, 4.569, 2.866], [5.937, 4.249, -1.783], [3.443, 2.830, -0.024], [5.127, 2.170, -0.354], [4.033, 2.589, -1.666], [4.054, 4.896, -0.995], [5.590, 5.775, 0.649], [6.441, 4.156, 0.768], [4.882, 5.607, 3.184], [6.155, 4.419, 2.929], [4.603, 3.888, 3.577], [6.591, 3.490, -1.516], [6.556, 5.068, -1.662], [0.576, 2.063, -0.562], [-0.685, 1.204, -0.779], [-1.037, 0.460, 0.418], [0.115, -0.276, 0.760], [0.006, -1.114, 1.868], [-1.810, 2.099, -1.158], [1.029, 2.450, -1.482], [1.377, 1.492, -0.059], [0.424, 2.939, 0.079], [-0.386, 0.485, -1.575], [-1.928, -0.145, 0.189], [-1.290, 1.178, 1.216], [0.944, -1.640, 2.038], [-0.781, -1.872, 1.758], [-0.205, -0.554, 2.793], [-2.699, 1.550, -1.253], [-1.607, 2.407, -2.117], [-4.511, -4.759, -2.748], [-3.542, -5.352, -3.748], [-2.113, -4.910, -3.494], [-2.034, -3.516, -3.561], [-0.781, -2.982, -3.239], [-3.625, -6.825, -3.760], [-4.443, -3.679, -2.672], [-4.250, -5.094, -1.726], [-5.508, -5.160, -2.947], [-3.819, -4.898, -4.728], [-1.397, -5.428, -4.163], [-1.849, -5.214, -2.451], [-0.238, -3.641, -2.555], [-0.867, -2.004, -2.783], [-0.168, -2.861, -4.147], [-3.051, -7.166, -4.534], [-4.591, -7.068, -3.977], [-0.778, -4.577, 1.137], [-0.572, -6.089, 1.061], [0.757, -6.491, 1.539], [1.761, -5.909, 0.718], [3.040, -6.281, 1.160], [-1.613, -6.780, 1.818], [-1.831, -4.309, 1.271], [-0.544, -4.136, 0.161], [-0.111, -4.135, 1.874], [-0.694, -6.300, -0.016], [0.842, -7.591, 1.410], [0.876, -6.238, 2.603], [3.105, -7.380, 1.244], [3.393, -5.793, 2.077], [3.797, -6.009, 0.412], [-2.525, -6.544, 1.483], [-1.444, -7.759, 1.945], [-1.081, -2.747, 4.805], [-2.345, -3.035, 5.652], [-2.793, -4.455, 5.479], [-3.751, -4.731, 6.444], [-3.929, -6.114, 6.667], [-1.984, -2.795, 7.149], [-0.562, -1.827, 5.066], [-1.292, -2.723, 3.722], [-0.354, -3.556, 4.948], [-3.151, -2.357, 5.322], [-1.943, -5.150, 5.605], [-3.149, -4.616, 4.450], [-4.420, -6.598, 5.815], [-4.576, -6.198, 7.540], [-2.975, -6.607, 6.891], [-2.585, -3.396, 7.726], [-2.255, -1.841, 7.390], [0.284, 7.583, -2.744], [1.085, 6.360, -2.332], [0.497, 5.619, -1.200], [0.306, 6.483, -0.117], [-0.341, 5.839, 0.892], [1.318, 5.422, -3.490], [0.660, 8.063, -3.654], [0.279, 8.332, -1.953], [-0.767, 7.329, -2.953], [2.072, 6.729, -1.998], [1.222, 4.845, -0.884], [-0.422, 5.094, -1.524], [-0.548, 6.558, 1.682], [0.313, 5.079, 1.353], [-1.263, 5.373, 0.548], [1.395, 6.001, -4.331], [2.263, 5.033, -3.413], [5.187, -1.068, -0.677], [4.614, -1.369, 0.707], [3.989, -0.122, 1.357], [3.288, -0.462, 2.499], [2.545, 0.611, 2.979], [3.563, -2.416, 0.587], [6.171, -0.602, -0.579], [4.485, -0.494, -1.282], [5.362, -2.014, -1.198], [5.431, -1.712, 1.376], [3.308, 0.329, 0.609], [4.810, 0.581, 1.581], [1.711, 0.872, 2.312], [3.159, 1.518, 3.115], [2.146, 0.352, 3.960], [3.116, -2.564, 1.496], [4.036, -3.312, 0.407]],
  "e_tot_ha": -3408.0745,
  "largest_force_ev_per_a": 3.476,
  "multiplicity": 1,
  "relative_energy_kcal_mol": 0.0
}